1.
Formula: C10H26MgO8S3
Source: the Open Molecules 2025 dataset
Level of theory: ωB97M-V/def2-TZVPD

The geometry in ORCA input format:
```
! wB97M-V def2-TZVPD RIJCOSX def2/J DEFGRID3
* xyz 1 2
S -0.429 -2.132 -1.924
S 4.079 0.258 -1.593
S -1.358 -0.332 2.405
Mg 1.098 0.089 -0.065
O -5.265 -0.733 -0.858
O -4.180 0.802 0.399
O -0.633 -0.394 1.022
O 1.858 -1.052 1.219
O -3.524 0.416 -1.648
O 2.560 0.035 -1.369
O 0.450 1.766 0.165
O 0.137 -0.839 -1.423
C 4.197 2.058 -2.046
C -2.494 1.245 -0.982
C -1.544 -2.695 -0.588
C -0.603 1.032 3.424
C -0.585 -1.653 3.415
C 0.766 -3.563 -2.048
C 4.781 0.598 0.131
C -2.094 2.265 -2.086
C -3.198 1.751 0.195
C -4.420 0.150 -0.713
H -0.074 2.379 0.717
H -2.450 1.830 0.984
H 0.443 -1.356 3.626
H -1.038 -2.979 0.335
H 1.620 -3.246 -2.647
H -2.219 -1.846 -0.480
H 4.109 2.880 -1.336
H -1.120 2.697 -1.855
H -1.643 0.591 -0.789
H -0.782 0.652 4.430
H -2.224 -3.526 -0.776
H 3.604 2.314 -2.925
H 4.687 -0.349 0.663
H 1.146 -3.934 -1.096
H -0.491 -2.516 2.756
H 4.285 1.406 0.669
H -1.246 1.898 3.269
H -3.660 2.720 0.000
H -1.994 1.784 -3.060
H -1.178 -1.872 4.303
H 0.464 1.170 3.248
H 5.863 0.736 0.141
H 0.251 -4.439 -2.441
H -2.716 3.142 -2.266
H 1.660 -1.297 2.144
H 5.105 2.091 -2.648
*
```

M   394.82 g/mol
Calculated total energy   -65113.7766 eV
Kohn-Sham gap (spin up / spin down)   9.227 / 4.581 eV
Lowest unoccupied orbital energy (spin up / spin down)   -2.633 / -7.109 eV

natural (NBO) population analysis, charges in e, atoms 1 to 4: atom 1 (S): 1.27, atom 2 (S): 1.23, atom 3 (S): 1.23, atom 4 (Mg): 1.80

=====

2.
Formula: C33H32FN12O6PdS
Source: the Open Molecules 2025 dataset
Level of theory: ωB97M-V/def2-TZVPD

The geometry in ORCA input format:
```
! wB97M-V def2-TZVPD RIJCOSX def2/J DEFGRID3
* xyz 1 1
Pd -2.972 -0.115 1.443
S 3.604 -1.086 -4.182
F 2.346 1.603 -1.940
O 3.827 -2.257 -4.987
O -1.209 0.728 1.124
O 3.625 -1.296 -2.739
O -2.682 -0.333 3.404
O -1.465 -0.137 5.250
O 4.382 0.087 -4.584
N 0.958 -0.652 -3.665
N -4.766 -1.121 1.645
N 1.745 -0.081 -5.817
N 7.160 0.565 -1.452
N -5.805 -3.231 1.923
N -8.068 -3.352 1.627
N 2.109 -0.136 3.278
N -7.104 -1.280 1.530
N -2.810 -0.308 -0.593
N -5.018 1.624 1.352
N 4.706 0.502 -0.805
N -3.544 -3.011 2.185
C -1.250 -0.238 -2.884
C -1.223 -1.338 -2.036
C 2.227 0.253 1.943
C 1.069 0.646 1.277
C 0.556 0.418 -6.112
C 6.752 -0.797 -0.954
C 5.220 -0.855 -0.963
C 4.882 1.265 -2.043
C -2.899 0.724 -1.435
C 1.907 -0.562 -4.586
C 3.509 0.635 -0.092
C -0.226 0.506 1.885
C 6.276 0.984 -2.597
C -6.350 3.601 1.231
C -0.491 0.455 -5.197
C -6.132 0.898 1.383
C 1.143 1.110 -0.038
C -2.040 -1.354 -0.931
C -1.567 -0.109 4.039
C -0.238 -0.137 -3.974
C 4.009 0.784 4.580
C 2.331 1.136 -0.690
C 0.900 -0.166 3.862
C 3.295 -0.461 4.083
C -6.960 -2.612 1.687
C -0.294 0.090 3.226
C -4.737 -2.450 1.919
C -5.128 2.945 1.281
C -5.991 -0.585 1.519
C -7.401 1.461 1.330
C 3.443 0.240 1.239
C -7.506 2.840 1.252
C -2.170 0.772 -2.614
H 7.178 -0.915 0.041
H -8.010 -4.347 1.747
H 7.020 1.234 -0.693
H 4.870 -1.496 -0.158
H 4.854 -1.287 -1.902
H 3.348 1.378 5.211
H -3.526 1.548 -1.118
H -2.026 -2.180 -0.232
H 0.421 0.800 -7.119
H 2.951 -1.071 4.916
H -2.819 -2.406 2.544
H 3.950 -1.094 3.486
H -8.271 0.825 1.359
H -1.456 0.859 -5.466
H 6.276 0.159 -3.309
H 4.766 2.327 -1.820
H 0.867 -0.447 4.908
H 4.359 -0.062 1.725
H -4.199 3.503 1.268
H 4.177 1.002 -2.830
H 8.145 0.576 -1.711
H -2.248 1.644 -3.248
H -0.537 -2.151 -2.227
H -3.576 -3.961 2.516
H -8.479 3.312 1.214
H 0.247 1.423 -0.555
H -6.385 4.680 1.180
H 6.709 1.858 -3.077
H 4.880 0.503 5.171
H -8.952 -2.905 1.465
H 4.341 1.412 3.753
H 7.192 -1.530 -1.626
*
```

M   850.18 g/mol
ΔE to the lowest compared entry with this formula, charge and spin   111.7 kJ/mol
Calculated total energy   -81935.7819 eV
Kohn-Sham gap   7.996 eV
Lowest unoccupied orbital energy   -2.554 eV

Mulliken population analysis, charges in e, atoms 1 to 4: atom 1 (Pd): 0.39, atom 2 (S): 1.29, atom 3 (F): -0.43, atom 4 (O): -0.76

=====

3.
Formula: C4H6O2
Source: the Open Molecules 2025 dataset
Level of theory: ωB97M-V/def2-TZVPD

The geometry in ORCA input format:
```
! wB97M-V def2-TZVPD RIJCOSX def2/J DEFGRID3
* xyz 0 1
O -2.563 0.235 -1.310
O -0.660 1.176 -0.367
C -1.679 0.203 -0.512
C 1.585 0.394 0.398
C 0.292 0.117 -0.354
C -0.980 -0.840 0.271
H 0.502 -0.171 -1.388
H 2.253 1.103 -0.121
H 1.403 0.791 1.400
H 2.129 -0.551 0.469
H -0.875 -0.594 1.322
H -1.407 -1.863 0.192
*
```

M   86.09 g/mol
ΔE to the lowest compared entry with this formula, charge and spin   151.6 kJ/mol
Calculated total energy   -8338.8903 eV
Kohn-Sham gap   11.491 eV
Lowest unoccupied orbital energy   0.895 eV

natural (NBO) population analysis, charges in e, atoms 1 to 4: atom 1 (O): -0.53, atom 2 (O): -0.52, atom 3 (C): 0.77, atom 4 (C): -0.64

=====

4.
Formula: C4H13N3O
Source: the Open Molecules 2025 dataset
Level of theory: ωB97M-V/def2-TZVPD

The geometry in ORCA input format:
```
! wB97M-V def2-TZVPD RIJCOSX def2/J DEFGRID3
* xyz 0 1
O -2.534 1.269 1.256
N 1.459 -0.331 0.926
N -2.057 0.603 -1.102
N 3.392 0.298 -0.323
C 0.114 0.126 0.529
C 2.361 -0.624 -0.164
C -0.362 -1.002 -0.395
C -1.825 -0.763 -0.744
H 2.793 -1.568 0.168
H -3.233 1.872 1.509
H -2.332 1.103 0.186
H -2.646 0.653 -1.921
H -2.186 -1.369 -1.582
H -0.598 0.212 1.355
H 0.333 -0.791 -1.238
H 2.965 1.060 -0.846
H 1.825 0.357 1.583
H -0.079 -1.996 -0.045
H 0.320 1.111 0.090
H 4.075 -0.111 -0.953
H -2.398 -1.132 0.117
*
```

M   119.17 g/mol
ΔE to the lowest compared entry with this formula, charge and spin   733.6 kJ/mol
Calculated total energy   -10870.0743 eV
Kohn-Sham gap   3.893 eV
Lowest unoccupied orbital energy   -2.619 eV

natural (NBO) population analysis, charges in e, atoms 1 to 4: atom 1 (O): -1.10, atom 2 (N): -0.57, atom 3 (N): -0.86, atom 4 (N): -0.74

=====

5.
Formula: C2H3ClN2O2S2
Source: the Open Molecules 2025 dataset
Level of theory: ωB97M-V/def2-TZVPD

The geometry in ORCA input format:
```
! wB97M-V def2-TZVPD RIJCOSX def2/J DEFGRID3
* xyz 0 1
Cl -4.380 -1.158 0.379
S -1.266 1.788 0.639
S -3.280 0.247 -0.422
O -4.084 1.366 -0.869
O -2.275 -0.273 -1.313
N -2.467 0.713 1.026
N -1.512 -0.811 1.353
C -0.450 -0.611 0.731
C -0.009 0.515 0.071
H -0.426 0.193 -0.915
H 0.196 -1.458 0.740
H 1.072 0.948 0.108
*
```

M   186.65 g/mol
ΔE to the lowest compared entry with this formula, charge and spin   87.9 kJ/mol
Calculated total energy   -43386.6189 eV
Kohn-Sham gap   9.568 eV
Lowest unoccupied orbital energy   0.197 eV

natural (NBO) population analysis, charges in e, atoms 1 to 4: atom 1 (Cl): -0.12, atom 2 (S): 0.45, atom 3 (S): 2.15, atom 4 (O): -0.87

=====

6.
Formula: C3H3BrO
Source: the Open Molecules 2025 dataset
Level of theory: ωB97M-V/def2-TZVPD

The geometry in ORCA input format:
```
! wB97M-V def2-TZVPD RIJCOSX def2/J DEFGRID3
* xyz 0 1
Br -0.241 -0.531 -2.540
O 1.364 -0.994 -0.336
C -0.725 0.783 0.861
C -0.720 1.766 1.548
C 0.136 -1.099 -0.783
H -1.171 2.332 2.339
H 1.609 -0.081 -0.513
H -0.251 -2.175 -0.576
*
```

M   134.96 g/mol
ΔE to the lowest compared entry with this formula, charge and spin   551.4 kJ/mol
Calculated total energy   -75242.8150 eV
Kohn-Sham gap (spin up / spin down)   7.603 / 7.470 eV
Lowest unoccupied orbital energy (spin up / spin down)   -1.709 / -1.791 eV

natural (NBO) population analysis, charges in e, atoms 1 to 4: atom 1 (Br): 0.14, atom 2 (O): -0.61, atom 3 (C): -0.22, atom 4 (C): -0.49

=====

7.
Formula: C8H17CeO3P2
Source: the Open Molecules 2025 dataset
Level of theory: ωB97M-V/def2-TZVPD

The geometry in ORCA input format:
```
! wB97M-V def2-TZVPD RIJCOSX def2/J DEFGRID3
* xyz 0 2
Ce 0.709 -0.025 1.440
P 0.740 2.844 2.240
P 1.538 -2.943 0.824
O 0.845 -1.754 -0.212
O 0.253 -3.883 1.150
O -1.333 -0.124 1.663
C -2.694 0.122 1.993
C 1.735 2.217 -1.498
C 2.520 1.646 -2.543
C -0.105 -1.950 -1.288
C -0.999 -3.433 1.743
C 0.289 1.225 -3.018
C 0.342 1.953 -1.794
C 1.629 0.929 -3.389
H -1.422 -4.333 2.200
H 1.862 3.727 2.247
H -0.845 -2.664 2.519
H -0.609 0.888 -3.541
H 0.377 -1.607 -2.200
H 3.600 1.701 -2.653
H -2.720 0.890 2.781
H -0.403 -3.004 -1.358
H -1.672 -3.051 0.963
H 0.440 3.011 3.633
H 2.111 2.793 -0.646
H -3.260 0.488 1.116
H 1.925 0.336 -4.244
H -3.166 -0.795 2.368
H -0.207 3.821 1.792
H -0.965 -1.316 -1.078
H -0.514 2.293 -1.207
*
```

M   363.28 g/mol
ΔE to the lowest compared entry with this formula, charge and spin   0.0 kJ/mol
Calculated total energy   -46216.7896 eV
Kohn-Sham gap (spin up / spin down)   5.038 / 5.061 eV
Lowest unoccupied orbital energy (spin up / spin down)   -1.208 / -1.190 eV

Mulliken population analysis, charges in e, atoms 1 to 4: atom 1 (Ce): 1.03, atom 2 (P): -0.20, atom 3 (P): -0.12, atom 4 (O): -0.25